# 1
Formula: C37H36BrIrN5P2S5
Source: OMol25
Level of theory: ωB97M-V/def2-TZVPD

Geometry as XYZ:
```
87
Properties=species:S:1:pos:R:3:lowdin_spin:R:1
Ir -0.09556 -1.02580 0.04516 0.132
S 1.33950 -0.44221 1.80366 0.017
P -0.18785 0.75947 2.32156 0.074
C -0.92355 0.66839 0.71794 0.574
P -2.28270 1.62805 0.01928 0.066
S -2.55065 1.31142 -1.90432 0.002
C -1.94322 3.35856 0.32770 0.006
C -0.62960 3.82001 0.36826 0.009
C -0.37748 5.18158 0.45243 0.001
C -1.43537 6.07846 0.48280 0.000
C -2.74748 5.62117 0.42720 0.000
C -3.00783 4.26237 0.34387 0.000
C -3.76380 1.20539 0.96756 0.022
C -4.65621 0.25253 0.48463 0.009
C -5.77203 -0.09548 1.23504 0.000
C -5.99804 0.50522 2.46757 0.008
C -5.10962 1.45476 2.95382 0.000
C -3.99354 1.79966 2.20888 0.008
C -1.30999 0.11280 3.58080 0.020
C -2.41610 -0.66858 3.24772 0.005
C -3.23216 -1.18346 4.24196 0.000
C -2.95732 -0.91077 5.57652 0.000
C -1.86536 -0.12358 5.91672 0.001
C -1.04158 0.38814 4.92469 0.003
C 0.40039 2.30256 3.00798 0.005
C 1.76586 2.52914 3.14506 0.000
C 2.21036 3.69389 3.75904 0.000
C 1.29593 4.62566 4.22376 -0.001
C -0.07154 4.40377 4.08384 0.000
C -0.52035 3.24211 3.48509 0.000
H 0.19642 3.11945 0.32511 0.007
H 0.64271 5.54160 0.48810 0.000
H -1.23875 7.14112 0.54064 0.000
H -3.56827 6.32601 0.44019 0.000
H -4.02944 3.90814 0.28603 0.000
H -4.48161 -0.19430 -0.48639 0.000
H -6.47870 -0.81881 0.84891 0.000
H -6.87476 0.24112 3.04488 0.000
H -5.28723 1.92562 3.91186 0.000
H -3.30575 2.54338 2.59173 0.000
H -2.64547 -0.86973 2.21131 0.003
H -4.09349 -1.78265 3.97439 0.000
H -3.59445 -1.31272 6.35418 0.000
H -1.65735 0.09980 6.95488 0.000
H -0.18770 0.99361 5.20046 0.000
H 2.47947 1.80122 2.78104 0.000
H 3.27157 3.86728 3.87784 0.000
H 1.64698 5.52979 4.70395 0.000
H -0.78163 5.13082 4.45502 0.000
H -1.58407 3.05795 3.40089 0.000
C 1.31798 -3.58141 4.81803 0.000
C -0.17368 -3.87772 4.68999 0.000
C -0.68585 -3.60657 3.30667 0.000
N -0.30363 -2.63646 2.57410 0.002
N -0.95990 -2.55307 1.35377 0.007
C -1.87145 -3.50687 1.23060 0.001
N -2.71769 -3.68420 0.19857 0.000
S -1.93631 -4.56566 2.57469 0.000
H 1.63662 -3.72635 5.84863 0.000
H 1.53176 -2.55302 4.52750 0.000
H 1.90481 -4.24577 4.18369 0.000
H -0.74240 -3.24158 5.37391 0.000
H -0.39598 -4.91072 4.96038 0.000
H -2.83067 -2.95971 -0.48402 0.000
H -3.42011 -4.40052 0.24743 0.000
S 1.27696 0.36690 -1.23382 0.013
C 0.90665 0.27137 -2.92840 0.000
N 0.51859 1.30908 -3.59715 0.001
C 0.48903 1.22293 -5.05941 0.000
C 0.49301 -0.27277 -5.38707 0.000
S 1.25085 -1.08392 -3.93693 0.000
H 0.24042 2.14633 -3.09695 0.000
H 1.36469 1.72966 -5.46472 0.000
H -0.40517 1.71642 -5.43359 0.000
H 1.08718 -0.49439 -6.26864 0.000
H -0.51149 -0.66974 -5.51468 0.000
Br 1.30523 -3.32063 -0.82260 -0.001
C -0.26437 -3.23446 -1.84590 0.001
C -0.58970 -4.21736 -2.75517 0.000
C -1.74794 -4.03750 -3.49158 0.000
C -2.50596 -2.88970 -3.29514 0.000
C -2.09972 -1.96105 -2.35505 0.000
N -0.98563 -2.14093 -1.61992 0.001
H 0.04183 -5.08610 -2.87477 0.000
H -2.04953 -4.78297 -4.21624 0.000
H -3.41144 -2.71328 -3.85949 0.000
H -2.63320 -1.03799 -2.16814 0.000
```

## Properties
- Total charge: +2
- Energy relative to the best compared isomer or geometry (same formula, charge and spin): 27.4 kcal per mole
- 2S+1: 2
- Total energy: -192028.4952 eV

---

# 2
Formula: C4H8O2
Source: OMol25
Level of theory: ωB97M-V/def2-TZVPD

Geometry as XYZ:
```
14
Properties=species:S:1:pos:R:3:lowdin_charge:R:1
C 2.00232 -0.45815 -0.49423 -0.108
O 1.14743 0.08386 0.47278 -0.114
C -0.07339 0.41399 -0.08796 -0.495
C -1.14662 -0.53912 -0.40297 0.036
C -1.11942 1.01470 0.71844 -0.129
O -1.73646 0.57526 1.85272 -0.001
H 2.94555 -0.65954 0.01034 0.090
H 1.59226 -1.38790 -0.91252 0.090
H 2.16543 0.25415 -1.31966 0.092
H 0.00390 1.08927 -0.95602 0.153
H -1.49215 -0.73154 -1.41885 0.069
H -1.13245 -1.46520 0.20300 0.094
H -2.01521 -0.31088 1.60641 0.081
H -1.14118 2.12109 0.72852 0.143
```

## Properties
- Energy relative to the best compared isomer or geometry (same formula, charge and spin): 106.7 kcal per mole
- 2S+1: 1
- Total energy: -8368.6547 eV

---

# 3
Formula: C21H23ClN5O4STi
Source: OMol25
Level of theory: ωB97M-V/def2-TZVPD

Geometry as XYZ:
```
56
Properties=species:S:1:pos:R:3:lowdin_spin:R:1
Ti -0.43351 -0.15171 0.11838 1.601
C -2.69164 -0.05698 4.04930 0.007
C -2.54348 1.27199 4.40699 0.012
C -1.66059 2.06684 3.69769 0.006
C -0.94665 1.50845 2.64905 0.012
N -1.10180 0.21943 2.29115 0.012
C -1.96292 -0.53589 2.97751 0.013
C 0.06650 2.24162 1.86395 0.043
C 0.49354 3.52829 2.15555 -0.009
C 1.54859 4.06486 1.43461 0.046
C 2.18944 3.28828 0.48067 -0.009
C 1.70542 2.01525 0.23151 0.046
N 0.62005 1.53393 0.86410 0.022
C 2.32099 1.04630 -0.69206 0.024
C 3.48706 1.28459 -1.40973 0.003
C 3.98796 0.29064 -2.22711 0.022
C 3.30451 -0.91541 -2.31568 0.005
C 2.14671 -1.06913 -1.58184 0.023
N 1.66204 -0.12272 -0.77289 0.022
H -3.37461 -0.70872 4.57414 0.000
H -3.11460 1.68660 5.22651 0.000
H -1.53982 3.10763 3.95874 0.000
H -2.07889 -1.55517 2.63430 0.001
H 0.02416 4.09831 2.94265 -0.001
H 1.89255 5.06912 1.64012 0.003
H 3.04918 3.66760 -0.05076 -0.001
H 3.99770 2.23288 -1.32824 0.000
H 4.89543 0.45067 -2.79314 0.001
H 3.65813 -1.71565 -2.94978 0.000
H 1.55930 -1.97561 -1.65030 0.003
O -4.15092 0.52613 0.82378 -0.001
Cl -3.23110 0.28165 -0.22504 0.003
O -3.84654 0.23428 -1.50124 0.002
O -2.16159 1.29282 -0.20240 0.012
O -2.51365 -0.99363 0.03360 0.009
C -1.75925 -2.48380 -2.67476 0.002
C -1.33944 -1.09302 -2.99139 0.006
N -0.75334 -0.23731 -2.17681 0.010
C -0.54211 0.91744 -2.90589 0.006
C -0.99476 0.74842 -4.17136 0.001
N -1.49525 -0.53152 -4.20830 0.002
H -2.05153 -2.54555 -1.62928 0.001
H -0.94833 -3.18870 -2.87074 0.000
H -2.61349 -2.77722 -3.28355 0.000
H -0.10601 1.79620 -2.46109 0.001
H -1.02840 1.40938 -5.01800 0.000
H -1.93608 -0.96910 -4.99917 0.000
C 0.65858 -3.96546 0.11906 0.007
S 0.11447 -2.57614 1.13212 0.019
C 1.60612 -2.29325 2.10525 0.010
H 1.60981 -3.74711 -0.36273 0.000
H -0.10764 -4.14489 -0.63174 0.000
H 0.75817 -4.84762 0.74746 0.000
H 1.85813 -3.19191 2.66501 0.001
H 1.37847 -1.48620 2.79912 0.002
H 2.43492 -2.00021 1.46272 0.000
```

## Properties
- Total charge: +1
- 2S+1: 3
- Total energy: -84255.5516 eV

---

# 4
Formula: C26H18N10OSe2Sn
Source: OMol25
Level of theory: ωB97M-V/def2-TZVPD

Geometry as XYZ:
```
58
Properties=species:S:1:pos:R:3:lowdin_charge:R:1
Sn -0.00101 0.01792 -0.66389 1.518
Se 6.04576 -5.76978 -0.65915 1.508
N 6.08589 -4.00610 -0.71668 -0.155
C 4.85989 -3.58134 -0.76263 -0.256
C 4.46443 -2.19980 -0.75710 -0.068
C 5.40584 -1.16150 -0.76965 0.075
C 4.95787 0.14082 -0.74318 0.021
C 3.58762 0.36514 -0.74494 -0.078
N 2.68029 -0.61543 -0.73497 0.023
C 3.09312 -1.88123 -0.73247 -0.131
C 2.06132 -2.94518 -0.71784 -0.128
N 0.78101 -2.57174 -0.72865 0.016
C -0.16711 -3.51372 -0.70731 -0.085
C 0.10023 -4.87404 -0.67153 0.019
C 1.41750 -5.28011 -0.69350 0.075
C 2.42239 -4.30498 -0.71084 -0.068
C 3.81815 -4.65621 -0.73477 -0.256
N 4.28254 -5.86536 -0.66885 -0.155
H 6.45998 -1.40477 -0.81850 0.146
H 5.65158 0.96983 -0.72805 0.137
H 3.20362 1.37785 -0.76675 0.107
H -1.19195 -3.16205 -0.73847 0.110
H -0.70396 -5.59549 -0.63498 0.137
H 1.69338 -6.32709 -0.71305 0.146
Se -5.65552 6.01768 -0.70279 1.515
N -5.78650 4.25484 -0.83672 -0.147
C -4.58592 3.77026 -0.84975 -0.256
C -4.25836 2.36827 -0.93732 -0.066
C -5.23474 1.39065 -1.16085 0.079
C -4.83894 0.07185 -1.26891 0.024
C -3.48625 -0.21839 -1.16530 -0.087
N -2.54715 0.70898 -0.95452 0.014
C -2.91128 1.98311 -0.84115 -0.133
C -1.83287 2.98217 -0.66230 -0.123
N -0.57986 2.53437 -0.55679 0.001
C 0.41267 3.42259 -0.44254 -0.073
C 0.21757 4.79741 -0.41500 0.027
C -1.06928 5.27771 -0.51921 0.080
C -2.12325 4.36002 -0.63211 -0.064
C -3.49259 4.78524 -0.72327 -0.253
N -3.89742 6.01754 -0.62888 -0.157
H -6.27138 1.68632 -1.26374 0.147
H -5.56013 -0.71423 -1.44463 0.139
H -3.13540 -1.23715 -1.29077 0.117
H 1.41596 3.01845 -0.38064 0.109
H 1.05740 5.47027 -0.31206 0.140
H -1.28555 6.33877 -0.53049 0.147
C 0.87027 0.53271 3.87616 -0.026
N -0.41171 -0.14830 3.75938 0.062
C -0.97278 -0.45517 2.59885 -0.549
N -2.15847 -1.08667 2.59310 0.218
O -0.39019 -0.14889 1.50770 -0.239
H 1.08279 0.70094 4.92657 0.107
H 0.85051 1.49379 3.36343 0.090
H 1.67516 -0.06580 3.44916 0.093
H -0.87971 -0.40399 4.61355 0.165
H -2.64199 -1.35187 3.43535 0.138
H -2.58345 -1.30915 1.71426 0.105
```

## Properties
- Total charge: +4
- 2S+1: 1
- Total energy: -180688.2882 eV